No. 1
{
  "formula": "H3O3P",
  "method": "the ωB97M-V functional and the def2-TZVPD basis",
  "orbital_gap_ev": 10.03,
  "homo_ev": -9.48,
  "e_tot_ev": -15480.3494,
  "molar_mass_g_mol": 81.995,
  "lumo_energy_ev": 0.550,
  "relative_energy_ev": 1.245,
  "species": ["O", "P", "O", "O", "H", "H", "H"],
  "coordinates": [[0.5777, -1.3257, 0.1165], [0.4187, 0.0076, -0.6128], [-1.5697, 0.4323, -0.2942], [1.1695, 0.9217, 0.4658], [0.3415, -2.1971, -0.3710], [-1.8291, 1.2690, -0.7228], [0.8914, 0.8922, 1.4185]]
}

=====

No. 2
{
  "formula": "C30H62N2O14S6",
  "method": "the ωB97M-V functional and the def2-TZVPD basis",
  "orbital_gap_ev": 9.65,
  "homo_ev": -9.44,
  "e_tot_ev": -128766.7056,
  "molar_mass_g_mol": 867.228,
  "lumo_energy_ev": 0.215,
  "species": ["O", "S", "O", "C", "C", "C", "C", "H", "H", "H", "H", "H", "H", "H", "H", "O", "S", "O", "C", "C", "C", "C", "H", "H", "H", "H", "H", "H", "H", "H", "O", "S", "O", "C", "C", "C", "C", "H", "H", "H", "H", "H", "H", "H", "H", "O", "S", "O", "C", "C", "C", "C", "H", "H", "H", "H", "H", "H", "H", "H", "O", "S", "O", "C", "C", "C", "C", "H", "H", "H", "H", "H", "H", "H", "H", "O", "S", "O", "C", "C", "C", "C", "H", "H", "H", "H", "H", "H", "H", "H", "C", "N", "C", "C", "O", "H", "H", "H", "H", "H", "H", "H", "C", "N", "C", "C", "O", "H", "H", "H", "H", "H", "H", "H"],
  "coordinates": [[-0.2270, 2.1963, -0.9798], [-0.5506, 0.9571, -1.6562], [-0.8402, 0.9096, -3.0922], [0.6638, -0.3574, -1.1694], [-0.1962, -1.6570, -1.0209], [-1.3336, -1.2145, -0.0525], [-1.9802, 0.0330, -0.7813], [0.9451, -0.0871, -0.1516], [1.5085, -0.3487, -1.8583], [-0.5037, -1.9633, -2.0207], [0.3704, -2.5330, -0.7050], [-0.9520, -1.0883, 0.9607], [-2.1403, -1.9412, -0.1487], [-2.2879, 0.8154, -0.0876], [-2.7478, -0.2393, -1.5058], [0.8351, 2.7219, 6.2561], [0.9788, 3.2019, 4.8876], [1.9995, 2.5294, 4.0405], [-0.6048, 3.4122, 4.0719], [-0.9482, 4.8907, 4.0576], [0.4230, 5.6523, 4.0848], [1.4623, 4.9698, 4.9317], [-1.3031, 2.7284, 4.5545], [-0.5230, 3.0658, 3.0416], [-1.5921, 5.2864, 3.2723], [-1.4427, 5.1471, 4.9945], [0.1623, 6.6424, 4.4589], [0.6579, 5.8131, 3.0326], [1.4646, 5.0036, 6.0212], [2.4920, 5.0325, 4.5796], [3.0853, -3.0171, -6.2665], [2.0108, -3.9200, -6.5360], [1.3729, -4.5220, -5.3578], [0.7040, -3.0890, -7.5643], [0.3951, -4.1232, -8.6948], [1.6376, -4.9676, -9.0387], [2.4441, -5.2571, -7.7075], [1.2166, -2.2329, -8.0029], [-0.0441, -2.7110, -6.8675], [-0.4928, -4.6542, -8.3515], [0.0880, -3.5203, -9.5493], [2.2968, -4.3048, -9.5992], [1.4097, -5.8033, -9.7003], [3.5103, -5.0780, -7.8464], [2.0639, -6.1869, -7.2844], [8.5468, -0.3912, -5.0268], [8.4535, -0.0062, -3.6212], [9.4658, -0.2951, -2.6225], [8.3425, 1.9073, -3.6710], [6.9696, 2.3111, -3.3081], [6.3686, 1.2426, -2.4058], [6.7676, -0.0702, -2.9897], [8.5621, 2.2474, -4.6831], [9.1093, 2.2251, -2.9645], [6.9778, 3.2721, -2.7938], [6.4070, 2.3754, -4.2395], [5.2853, 1.2927, -2.2957], [6.8450, 1.3769, -1.4347], [6.1630, -0.3425, -3.8549], [6.6834, -0.9615, -2.3680], [-2.6724, -3.9349, 6.8398], [-1.7864, -3.1930, 5.9694], [-2.3109, -2.1310, 5.1536], [-0.2852, -2.5572, 6.9205], [0.9887, -2.9687, 6.1191], [0.5644, -3.5579, 4.7700], [-0.8674, -4.3279, 4.8996], [-0.1703, -3.0366, 7.8926], [-0.4738, -1.5202, 7.1982], [1.6733, -2.1290, 5.9991], [1.6705, -3.6080, 6.6800], [1.4665, -4.0707, 4.4365], [0.4050, -2.6624, 4.1694], [-0.8334, -5.2586, 5.4660], [-1.4591, -4.5273, 4.0062], [-8.3306, 3.3719, 2.5624], [-7.2302, 2.7661, 3.3075], [-5.9485, 2.7739, 2.6537], [-6.9927, 3.5098, 4.9670], [-7.7754, 2.6358, 5.8684], [-7.5644, 1.1611, 5.4621], [-7.7979, 1.1255, 3.9101], [-7.0011, 4.5971, 4.8912], [-5.9694, 3.1769, 5.1410], [-7.4853, 2.8326, 6.9005], [-8.8333, 2.8951, 5.8272], [-8.2337, 0.5110, 6.0256], [-6.5730, 0.7729, 5.6955], [-8.8104, 0.9786, 3.5340], [-7.2105, 0.3514, 3.4163], [-2.5760, -7.2743, -2.1015], [-4.0188, -7.0340, -2.0602], [-4.5972, -6.5656, -0.9326], [-6.0830, -6.5889, -1.0638], [-4.0137, -6.2489, 0.1094], [-2.1575, -7.0025, -3.0705], [-2.4697, -8.3063, -1.7673], [-2.1394, -6.7033, -1.2821], [-4.6364, -7.2806, -2.8204], [-6.3781, -7.3057, -1.8302], [-6.5575, -5.6753, -1.4218], [-6.5090, -6.9354, -0.1222], [2.9415, 5.9658, -2.6690], [3.4457, 7.2557, -3.0782], [3.9542, 8.1537, -2.1354], [3.7207, 7.9404, -0.6286], [4.3816, 9.2454, -2.5260], [3.6985, 5.4539, -2.0749], [2.8338, 5.4237, -3.6085], [1.9289, 5.9394, -2.2664], [3.4998, 7.5297, -4.0488], [4.1742, 8.6952, 0.0137], [4.3002, 7.0702, -0.3204], [2.6687, 7.8965, -0.3468]]
}

=====

No. 3
{
  "formula": "C6H7NO2",
  "method": "the ωB97M-V functional and the def2-TZVPD basis",
  "orbital_gap_ev": 9.39,
  "homo_ev": -9.24,
  "e_tot_ev": -11913.0988,
  "molar_mass_g_mol": 125.127,
  "lumo_energy_ev": 0.144,
  "relative_energy_ev": 7.333,
  "species": ["C", "C", "C", "C", "C", "C", "H", "H", "H", "H", "H", "H", "H", "N", "O", "O"],
  "coordinates": [[-0.7504, -0.4175, 0.4743], [-0.3590, -1.4576, 1.5074], [0.5093, -1.0040, 0.4585], [1.3331, 0.1931, 0.2168], [-0.1662, 0.6297, -1.6874], [-1.1906, -0.0613, -0.9093], [-0.8346, 1.6068, 0.4278], [-0.3909, -0.8447, 2.5242], [-0.8115, -2.4399, 1.2864], [0.5848, -1.6726, -0.4647], [1.7444, 1.5867, -1.4133], [-0.2941, 1.1646, -2.6569], [-2.2826, 0.4371, -0.9941], [1.2241, 0.5926, -1.2385], [-0.3904, 0.8718, 1.3754], [2.0745, 0.8150, 1.0933]]
}

=====

No. 4
{
  "formula": "C16H15N4SSeSn",
  "method": "the ωB97M-V functional and the def2-TZVPD basis",
  "orbital_gap_ev": 7.62,
  "homo_ev": -11.13,
  "e_tot_ev": -104803.1013,
  "molar_mass_g_mol": 493.062,
  "charge": 1,
  "lumo_energy_ev": -3.505,
  "relative_energy_ev": 0.196,
  "species": ["Sn", "C", "C", "C", "C", "C", "C", "H", "H", "H", "H", "H", "H", "C", "N", "C", "C", "N", "C", "S", "C", "C", "C", "C", "C", "N", "H", "H", "H", "H", "H", "H", "H", "H", "H", "Se", "C", "N"],
  "coordinates": [[10.6832, 9.6520, 9.1411], [10.8932, 9.4669, 12.4280], [12.0114, 8.8194, 11.9581], [13.0994, 9.6564, 11.5641], [13.1630, 10.9977, 11.8669], [12.0175, 11.6117, 12.3473], [10.9002, 10.8888, 12.7244], [10.1050, 8.9317, 12.9416], [12.1921, 7.7458, 11.9245], [14.0147, 9.2063, 11.2391], [14.1578, 11.5039, 11.7075], [12.1571, 12.6303, 12.6637], [10.1297, 11.4664, 13.1987], [10.5435, 6.3963, 5.7780], [9.5383, 6.5971, 6.8331], [9.1758, 5.5559, 7.6886], [8.3589, 6.0469, 8.6616], [8.2184, 7.4186, 8.3700], [9.0868, 7.7663, 7.3341], [9.3360, 9.3590, 6.8693], [7.6296, 8.3029, 9.3429], [6.3036, 8.1703, 9.6938], [5.7077, 8.9430, 10.6935], [6.5395, 9.8547, 11.3130], [7.8605, 9.9645, 10.9459], [8.3982, 9.1988, 9.9569], [11.3758, 7.1130, 5.8270], [10.0018, 6.5584, 4.8626], [10.9315, 5.3896, 5.8161], [9.3797, 4.5438, 7.4437], [7.8704, 5.5404, 9.5129], [5.6915, 7.4794, 9.0831], [4.6179, 8.9950, 10.8741], [6.2305, 10.6750, 11.9758], [8.4707, 10.7767, 11.3793], [12.6894, 5.1795, 8.6716], [11.8646, 6.6803, 9.0091], [11.1907, 7.6001, 9.1686]]
}

=====

No. 5
{
  "formula": "C4H9N3O",
  "method": "the ωB97M-V functional and the def2-TZVPD basis",
  "orbital_gap_ev": [6.63, 6.63],
  "homo_ev": [-8.09, -8.09],
  "e_tot_ev": -10807.3161,
  "molar_mass_g_mol": 115.136,
  "lumo_energy_ev": [-1.466, -1.465],
  "relative_energy_ev": 5.146,
  "species": ["C", "C", "C", "C", "N", "N", "N", "O", "H", "H", "H", "H", "H", "H", "H", "H", "H"],
  "coordinates": [[0.3662, 0.6439, 0.4717], [1.3120, 0.9201, 1.5683], [0.1576, -0.7645, 0.0431], [-1.4169, -0.2857, -0.4102], [1.1945, -0.7765, -0.9994], [-1.6484, 0.5350, -1.4985], [-2.3761, -0.9571, 0.0876], [0.1655, -1.6629, 0.9611], [0.1256, 1.5435, -0.0989], [0.9493, -0.8759, -1.9773], [2.0122, -1.2869, -0.6886], [-0.8832, 0.9628, -1.9943], [-2.6010, 0.5286, -1.8365], [-1.9826, -1.5996, 0.7842], [1.7201, 0.0215, 2.0289], [2.1276, 1.5618, 1.2193], [0.7774, 1.4918, 2.3393]]
}

=====

No. 6
{
  "formula": "C6H15N3",
  "method": "the ωB97M-V functional and the def2-TZVPD basis",
  "orbital_gap_ev": 7.82,
  "homo_ev": -7.12,
  "e_tot_ev": -10931.3451,
  "molar_mass_g_mol": 129.207,
  "lumo_energy_ev": 0.692,
  "relative_energy_ev": 4.565,
  "species": ["C", "C", "N", "C", "N", "H", "H", "H", "H", "H", "H", "H", "H", "C", "C", "C", "N", "H", "H", "H", "H", "H", "H", "H"],
  "coordinates": [[0.7976, 1.2885, -1.6828], [1.3375, 0.4422, 1.5736], [0.1695, 0.1918, -0.9041], [1.0875, -0.4919, 0.4163], [1.9624, -1.2362, -0.1457], [0.1078, -0.6422, -1.4852], [2.8606, -1.1738, 0.3282], [0.0790, 1.7959, -2.3234], [1.2055, 2.0300, -0.9978], [1.6098, 0.8793, -2.2791], [2.0136, -0.0327, 2.2831], [1.7760, 1.3824, 1.2255], [0.4300, 0.7111, 2.1077], [-2.2715, -0.3602, -0.8873], [-0.4735, -1.6131, 1.2016], [-1.1675, 0.4612, -0.2832], [-1.4249, 1.5633, 0.3034], [-0.6263, 2.1709, 0.4545], [-3.1304, -0.3072, -0.2232], [-2.5481, 0.0522, -1.8620], [-1.4667, -1.3752, 1.5826], [-0.4505, -2.4800, 0.5412], [0.1123, -1.8546, 2.0897], [-1.9899, -1.4016, -1.0335]]
}

=====

No. 7
{
  "formula": "C5H8N2",
  "method": "the ωB97M-V functional and the def2-TZVPD basis",
  "orbital_gap_ev": 10.00,
  "homo_ev": -8.95,
  "e_tot_ev": -8294.3434,
  "molar_mass_g_mol": 96.133,
  "lumo_energy_ev": 1.047,
  "relative_energy_ev": 0.653,
  "species": ["C", "C", "C", "C", "N", "C", "N", "H", "H", "H", "H", "H", "H", "H", "H"],
  "coordinates": [[2.2510, 0.8662, 0.6807], [0.9978, 0.1661, 0.2958], [0.5440, -1.0658, 0.7829], [-0.7607, -1.1486, 0.3675], [-0.9974, -0.0469, -0.3730], [-2.1345, 0.1940, -1.2375], [0.0697, 0.7624, -0.4367], [2.8873, 0.1783, 1.2308], [2.0360, 1.7014, 1.3552], [2.7761, 1.2430, -0.1935], [1.1599, -1.8032, 1.2479], [-1.5813, -1.7892, 0.6522], [-2.8609, -0.6262, -1.1049], [-1.7980, 0.2065, -2.2895], [-2.5890, 1.1620, -0.9778]]
}

=====

No. 8
{
  "formula": "C24H37F6IN3O6",
  "method": "the ωB97M-V functional and the def2-TZVPD basis",
  "orbital_gap_ev": 5.02,
  "homo_ev": -10.40,
  "e_tot_ev": -66628.5699,
  "molar_mass_g_mol": 704.467,
  "charge": 1,
  "lumo_energy_ev": -5.382,
  "species": ["C", "C", "C", "C", "C", "C", "C", "C", "C", "C", "O", "I", "C", "N", "C", "C", "O", "C", "F", "F", "C", "F", "F", "C", "F", "F", "C", "O", "O", "C", "H", "H", "H", "H", "H", "H", "H", "H", "H", "H", "H", "H", "H", "H", "H", "H", "H", "H", "H", "H", "H", "H", "H", "C", "O", "N", "C", "C", "H", "H", "H", "H", "H", "H", "H", "C", "O", "N", "C", "C", "H", "H", "H", "H", "H", "H", "H"],
  "coordinates": [[-1.8129, -3.1611, 2.9912], [-1.9601, -2.6323, 1.4348], [-1.8086, -0.9848, 1.3350], [-2.1361, -0.5827, -0.2506], [-0.8152, -0.9238, -1.2114], [-1.0472, -2.3074, -2.1222], [0.1986, -2.5610, -3.1526], [1.3558, -3.5898, -2.6320], [1.3962, -4.7922, -3.7578], [2.3486, -4.4160, -5.0728], [3.4657, -5.1648, -5.2766], [1.9484, -2.7821, -6.4838], [2.9265, -3.1148, -2.5717], [3.5893, -3.3152, -1.3696], [2.6721, -3.9280, -0.3342], [2.5181, -2.7002, 0.7700], [1.3947, -2.6370, 1.4994], [3.6871, -1.5532, 1.0420], [5.0791, -2.1400, 1.0054], [3.4910, -1.1050, 2.4545], [3.6881, -0.3361, -0.0586], [2.5582, -0.3704, -1.0257], [4.9350, -0.4855, -0.8921], [3.7264, 1.1748, 0.5778], [4.9870, 1.3413, 1.3821], [2.5031, 1.4719, 1.4101], [3.7630, 2.3823, -0.5683], [3.3541, 3.6275, -0.2022], [4.1643, 2.1932, -1.9740], [1.2710, -4.2882, -1.1564], [-2.6266, -2.5530, 3.6181], [-1.9668, -4.3320, 3.1105], [-0.7527, -2.8922, 3.4566], [-2.9652, -2.9754, 0.9109], [-1.0843, -3.0792, 0.8006], [-2.5106, -0.4289, 2.0893], [-0.7022, -0.7103, 1.5999], [-3.1193, -1.0830, -0.6497], [-2.3324, 0.5951, -0.2618], [0.1256, -0.9846, -0.5189], [-0.7718, -0.0183, -1.9872], [-1.3658, -3.2313, -1.4786], [-1.9935, -2.0490, -2.8031], [-0.2838, -2.9420, -4.1755], [0.6841, -1.5194, -3.4024], [1.8647, -5.7964, -3.3196], [0.3402, -5.0548, -4.1998], [3.6252, -2.6066, -3.3659], [4.5918, -3.0257, -1.3486], [3.0317, -4.9051, 0.2462], [3.3880, 1.8425, -2.5068], [1.3472, -5.4776, -1.2148], [0.3382, -4.1364, -0.4683], [-1.0621, 6.1168, 1.5691], [-1.4956, 4.9821, 1.4186], [0.1776, 6.5603, 1.1598], [0.6190, 7.9230, 1.3753], [1.0690, 5.6346, 0.4924], [-1.6588, 6.8998, 2.0648], [0.8360, 8.3826, 0.4066], [1.5268, 7.9092, 1.9858], [-0.1483, 8.5104, 1.8870], [0.5812, 5.2611, -0.4130], [1.2687, 4.7899, 1.1587], [2.0094, 6.1258, 0.2284], [-4.8098, 2.0649, 3.7051], [-5.0541, 1.1033, 4.4221], [-5.1287, 2.1670, 2.3677], [-4.8046, 3.3420, 1.5850], [-5.8103, 1.0642, 1.7225], [-4.2942, 2.9574, 4.0955], [-5.7299, 3.7700, 1.1884], [-4.1528, 3.0477, 0.7571], [-4.2940, 4.0934, 2.1937], [-6.7605, 0.8848, 2.2344], [-5.1909, 0.1659, 1.8051], [-5.9959, 1.2879, 0.6686]]
}